130
Properties=species:S:1:pos:R:3:forces:R:3 method="wB97M-V/def2-TZVPD" total_energy_ev=-116546.3995 charge=-1 spin_multiplicity=1 max_force_ev_per_a=4.375 e_homo_ev=-4.03
C -6.623703 -2.989658 -1.201429 0.47 0.80 -2.54
C -6.660743 -2.365409 -2.581381 0.76 -1.48 3.26
C -5.744855 -1.031822 -2.804029 -1.26 0.38 2.18
O -4.363734 -1.175372 -2.231750 -1.60 0.61 -3.81
P -3.271788 -0.709046 -3.544666 3.27 0.82 -0.42
S -3.664111 -2.528469 -4.613429 -1.91 -3.02 -2.52
C -1.820789 -1.769703 -2.786837 0.98 -2.05 0.85
C -0.365512 -1.450796 -3.470029 0.74 -1.18 -0.25
C 0.908397 -1.464483 -2.438033 0.17 0.04 -1.23
C -0.074747 -2.666053 -4.581839 0.07 0.66 -0.43
C -2.403732 0.739235 -2.692938 -0.01 2.43 0.98
C -3.300944 1.957683 -2.112824 1.87 1.66 1.07
N -3.859881 2.916061 -3.186708 0.86 -0.60 1.15
N -2.286974 2.862125 -1.365559 0.33 -0.42 0.67
N -4.310965 1.607509 -1.038366 0.15 0.27 -1.25
O -4.478499 0.223946 -4.459408 -1.84 -1.30 1.48
C -5.912211 -0.139351 -4.194293 2.44 1.21 0.37
C -6.597932 1.302508 -3.822209 -1.34 0.52 -1.10
C -6.455426 2.396850 -5.075612 -0.85 0.01 0.14
C -7.303967 3.804191 -4.770377 0.28 -0.75 -1.94
C -7.172873 4.682823 -6.186517 0.53 0.06 -0.31
C -5.674632 5.347840 -6.381740 -0.31 0.55 0.37
C -5.294586 6.358962 -5.132853 1.40 -0.56 -1.31
O -6.309195 7.389800 -4.860194 0.46 -1.97 1.85
C -6.950561 7.203351 -3.546299 -0.55 0.62 0.79
C -6.531661 -0.828479 -5.536622 0.46 -0.99 -0.51
C -5.634650 -0.461971 -6.900462 0.40 -0.54 0.20
C -8.113946 -0.589341 -5.833868 -0.64 -1.12 -0.88
C -9.116217 -1.725228 -5.123875 -0.47 0.58 -1.04
C -9.712975 -1.254433 -3.673567 -0.04 -0.69 -0.99
H -5.599286 -3.456033 -0.809358 -2.05 2.42 -0.26
H -7.565500 -2.997583 -0.500444 1.54 -1.31 -2.00
H -7.309840 -2.928377 -3.374042 0.35 2.28 1.62
H -6.212282 -0.274071 -2.009580 0.68 -1.80 -1.56
H -2.429967 -0.376800 -4.687401 -0.15 -0.20 0.18
H -2.849434 -2.659272 -5.750282 -0.70 0.81 1.29
H -1.823212 -1.748505 -1.601847 0.32 0.34 -2.15
H -2.061010 -2.908482 -3.056344 0.81 2.59 0.99
H -0.305576 -0.455576 -4.082133 -0.43 -1.76 1.25
H 0.858967 -0.629491 -1.620065 -0.06 -1.81 -1.35
H 1.014489 -2.556601 -2.027080 -0.14 2.23 -0.36
H 1.875434 -1.230837 -3.097881 -1.91 -0.55 1.47
H -0.688567 -2.424927 -5.573392 1.40 -0.62 2.14
H 1.075944 -2.709854 -4.845526 -2.21 0.16 0.42
H -0.394440 -3.724269 -4.199395 0.52 2.08 -0.57
H -1.676025 0.405488 -1.806855 -1.82 0.67 -1.72
H -1.662610 1.219959 -3.498240 -1.72 -0.85 1.70
H -3.004457 3.401796 -3.586669 -1.49 -0.75 0.72
H -4.418796 3.641830 -2.680453 0.93 -0.68 -0.43
H -1.935360 2.352375 -0.503817 -0.31 0.73 -1.58
H -1.470944 3.077729 -1.978912 -0.73 -0.55 0.71
H -3.856722 1.391027 -0.124435 -0.61 0.47 -1.30
H -5.074685 2.314106 -0.955096 1.33 -0.70 0.10
H -6.225372 1.796699 -2.831648 -0.33 -1.27 -1.97
H -7.775385 1.157491 -3.687489 2.36 0.22 -0.18
H -5.344553 2.640577 -5.350346 -2.12 -0.63 0.89
H -6.966599 1.952246 -6.054529 1.08 0.85 2.16
H -8.455207 3.535322 -4.683348 2.41 0.59 0.23
H -6.891696 4.388848 -3.841675 -0.94 -1.16 -1.79
H -7.990593 5.515934 -6.264546 1.59 -1.42 0.29
H -7.335067 3.967306 -7.124459 0.21 1.35 2.15
H -4.863606 4.503970 -6.426700 -1.50 1.60 0.20
H -5.573382 5.970140 -7.389409 -0.49 -1.36 2.07
H -4.314872 6.937584 -5.474180 -1.96 -1.14 0.82
H -5.001574 5.695203 -4.213312 -0.81 1.44 -1.46
H -6.256558 6.696537 -2.738525 -1.18 0.92 -1.78
H -7.220142 8.274061 -3.132215 0.54 -2.08 -0.93
H -7.949495 6.593657 -3.612846 1.91 1.01 -0.05
H -6.389299 -2.007223 -5.407672 -0.26 2.57 -0.26
H -6.151674 -1.008492 -7.814720 0.89 1.34 1.77
H -4.533522 -0.903787 -6.839909 -2.50 0.92 0.22
H -5.513007 0.688765 -7.072376 -0.46 -2.22 0.23
H -8.525637 0.486485 -5.638806 0.87 -1.99 -0.15
H -8.264149 -0.775774 -7.004724 0.43 0.47 2.46
H -10.033568 -1.831534 -5.877237 1.81 0.13 1.65
H -8.600223 -2.791374 -5.121763 -0.90 2.33 0.19
H -8.860504 -0.701702 -3.093881 -1.88 -1.13 -0.83
H -10.645530 -0.544604 -3.901640 2.13 -1.46 0.78
H -10.079445 -2.246019 -3.122880 0.76 2.41 -0.87
C 2.922992 -1.770899 4.323020 0.48 -0.15 0.43
O 2.141295 -1.321952 3.237423 -0.67 -0.11 -0.78
P 1.718174 -2.394878 2.113490 -1.14 -0.36 -0.57
O 0.809257 -3.484304 2.585102 1.44 1.31 -0.29
O 3.120180 -2.877132 1.486233 -1.20 0.84 0.08
C 3.730372 -4.040707 2.001942 0.44 -0.76 0.15
O 1.116252 -1.464033 0.946191 1.81 -1.14 1.17
C -0.179020 -0.934777 1.130096 -1.08 0.35 0.03
H 2.735402 -1.127178 5.186521 -0.06 -0.04 -0.20
H 2.679073 -2.800927 4.593041 -0.03 0.02 0.05
H 3.981083 -1.700402 4.056114 -0.03 -0.05 0.10
H 3.095144 -4.562503 2.721897 -0.05 0.06 -0.14
H 4.667009 -3.764585 2.491319 -0.03 0.02 -0.04
H 3.951391 -4.717380 1.172059 -0.06 0.10 0.10
H -0.140466 0.149178 0.996733 0.09 -0.11 0.00
H -0.577802 -1.155220 2.124938 0.04 -0.01 -0.13
H -0.844354 -1.360778 0.374834 0.09 0.04 0.11
C 9.404782 0.506669 6.272847 0.68 0.38 -0.16
O 8.087582 0.038464 6.464922 -0.93 -0.98 0.13
P 7.751782 -1.476771 6.035125 -0.20 -0.60 0.34
O 8.462097 -2.532333 6.820389 -0.60 1.43 -1.01
O 8.006894 -1.497729 4.445748 -0.95 0.10 1.38
C 9.267929 -1.912063 3.965836 0.79 -0.36 -0.51
O 6.145500 -1.522691 6.130625 1.83 0.30 -1.09
C 5.565857 -1.608918 7.414463 -0.49 -0.09 0.93
H 9.609328 1.299925 6.996799 -0.12 -0.20 -0.07
H 10.137502 -0.291847 6.410180 0.01 0.10 0.02
H 9.494695 0.920158 5.264528 0.06 -0.04 0.06
H 9.913629 -2.293446 4.760658 -0.14 -0.03 -0.02
H 9.761709 -1.064928 3.484623 -0.07 -0.04 0.02
H 9.118293 -2.701598 3.224429 0.00 0.11 0.12
H 4.838971 -0.801045 7.529394 0.13 -0.06 -0.08
H 6.312206 -1.529702 8.210718 -0.10 -0.06 -0.10
H 5.047224 -2.566870 7.503419 0.11 0.10 0.01
C 14.623020 -1.877390 9.703289 0.30 -0.61 -0.28
O 14.118231 -0.626704 10.118135 -0.81 0.79 0.46
P 12.520518 -0.447403 10.210810 -0.76 -0.15 0.62
O 11.844707 -1.294248 11.241115 1.05 0.93 -1.42
O 12.015699 -0.653665 8.696130 0.58 1.14 1.38
C 11.591129 -1.937246 8.290721 -0.56 -0.94 -0.47
O 12.355344 1.140179 10.419785 0.16 -1.64 -1.21
C 12.630426 1.666473 11.700022 0.15 0.41 0.89
H 15.622061 -2.015347 10.125290 -0.20 0.13 -0.01
H 13.983985 -2.697881 10.037647 0.05 0.00 0.02
H 14.698174 -1.889567 8.612432 -0.01 -0.07 0.06
H 11.547661 -2.645607 9.121658 -0.06 0.15 -0.02
H 12.282239 -2.319041 7.535988 0.01 0.05 0.03
H 10.595214 -1.852879 7.847463 0.12 -0.13 0.14
H 13.359667 2.474351 11.601168 -0.07 -0.12 -0.07
H 13.031088 0.909048 12.380544 -0.10 0.09 -0.07
H 11.706820 2.072907 12.119938 0.11 -0.10 -0.03

---

96
Properties=species:S:1:pos:R:3:forces:R:3 method="wB97M-V/def2-TZVPD" total_energy_ev=-81958.3133 spin_multiplicity=3 max_force_ev_per_a=6.726 e_homo_ev="-5.04 / -7.89"
Pt 0.110152 0.251544 -0.072071 2.02 6.12 -1.93
C 1.399964 1.680984 4.569544 -0.24 -0.88 -0.28
C 1.202266 0.598784 3.429799 -0.72 1.06 0.00
C -0.233488 0.030811 3.587406 0.20 -0.37 -1.40
C 2.153671 -0.594658 3.529472 -1.22 -1.38 -0.21
P 1.343909 1.441322 1.717229 -1.77 -0.72 0.28
C 0.429998 3.147154 1.917493 0.04 -0.88 -0.21
N -0.177933 3.357476 0.602180 0.59 0.34 -0.23
B 0.001684 2.363438 -0.463698 0.11 0.31 0.87
N -0.303145 3.099328 -1.670539 -0.21 -1.46 0.26
C -0.427485 2.327498 -2.910491 -0.11 0.88 -0.22
P -0.083786 0.499755 -2.560898 -1.28 -0.76 1.33
C -1.566283 -0.334191 -3.359079 -0.25 -0.19 0.22
C -2.855419 0.194339 -2.689033 -0.38 -1.12 0.62
C -1.695104 -0.014883 -4.841465 0.27 -0.04 -0.45
C -1.433018 -1.867450 -3.124642 -1.77 0.21 0.02
C 1.464343 -0.225793 -3.374174 0.80 0.45 0.20
C 1.465570 -0.696601 -4.853208 1.17 -0.58 0.49
C 1.982177 -1.395117 -2.473927 -0.97 0.30 0.50
C 2.521198 0.907778 -3.294606 0.50 -0.30 0.18
C -0.788169 4.386612 -1.353988 -0.41 -0.02 -0.50
C -1.446061 5.344084 -2.174886 0.86 -0.49 0.62
C -1.702863 6.568828 -1.568180 -0.69 -0.25 1.51
C -1.533404 6.801240 -0.149221 0.31 0.40 -1.25
C -1.017161 5.804908 0.672056 0.40 -0.60 0.05
C -0.636104 4.597487 0.043175 0.06 -0.89 0.24
C 3.139620 1.864168 1.412357 1.33 1.07 -0.88
C 3.834281 0.706148 0.644387 0.60 -0.45 1.52
C 3.261876 3.109439 0.433704 -0.04 0.13 0.58
C 4.029064 2.222074 2.667760 0.08 -0.92 -0.76
H 1.697303 1.191841 5.513265 -0.25 0.15 -0.30
H 0.464758 2.245267 4.727737 0.36 -0.35 0.00
H 2.166967 2.397845 4.322409 0.25 0.14 0.01
H -0.274330 -0.544125 4.488170 0.12 -0.53 0.65
H -0.541892 -0.627839 2.737207 0.44 0.41 0.64
H -1.009576 0.761009 3.704659 -0.30 0.81 -0.18
H 1.667415 -1.350356 4.190898 0.54 0.56 -0.18
H 3.095839 -0.350011 3.920737 1.29 0.41 0.68
H 2.354551 -1.179753 2.612070 -0.43 0.60 0.03
H 1.190870 3.907649 2.180979 -0.50 -0.16 -0.10
H -0.344219 3.059852 2.713682 0.64 0.09 -0.37
H 0.322231 2.665242 -3.623804 -0.12 0.19 -0.35
H -1.444839 2.513243 -3.324614 0.72 -0.54 -0.02
H -3.045139 1.226480 -2.925444 0.01 0.49 -0.13
H -2.813146 0.101284 -1.589134 -0.03 -0.01 -0.51
H -3.760263 -0.376125 -3.037171 0.91 0.33 0.21
H -2.084679 0.980215 -5.038838 -0.04 0.22 0.18
H -2.395123 -0.710381 -5.294803 -0.17 -0.17 -0.09
H -0.757504 -0.095936 -5.381528 -0.18 -0.13 -0.03
H -1.354678 -2.096126 -2.075306 0.08 0.07 0.52
H -0.600988 -2.341688 -3.599238 0.51 -0.09 -0.59
H -2.383139 -2.389759 -3.449206 0.98 0.63 0.06
H 0.970363 -1.651106 -5.044964 0.06 0.06 0.26
H 2.534416 -0.776634 -5.187545 -0.78 -0.28 0.50
H 1.067075 -0.001512 -5.539457 -0.54 1.03 -0.59
H 1.416699 -2.329353 -2.632639 0.31 0.37 -0.03
H 1.904908 -1.159070 -1.386657 -0.01 0.04 -0.71
H 3.031566 -1.542490 -2.681699 0.33 -0.24 -0.27
H 2.254858 1.761478 -3.905093 -0.19 0.27 -0.08
H 3.443550 0.512122 -3.754576 -0.16 0.15 0.42
H 2.745063 1.259821 -2.265343 -0.27 -0.27 -0.55
H -1.741792 5.152684 -3.231691 0.51 0.15 0.97
H -2.237286 7.285446 -2.163907 0.07 0.50 -0.01
H -1.735590 7.809619 0.275031 -0.05 -0.95 -0.45
H -0.895697 5.940900 1.775289 -0.13 -0.12 -1.15
H 3.462354 0.500412 -0.336817 -0.61 0.04 -0.51
H 3.772400 -0.206716 1.244807 -0.09 -0.11 -0.23
H 4.922852 0.881787 0.540450 -0.50 0.31 0.09
H 2.404621 3.177104 -0.254639 0.32 0.15 0.23
H 4.171469 2.990648 -0.172995 -0.25 -0.11 0.14
H 3.421832 4.072972 0.981176 -0.54 -0.74 -0.36
H 4.088658 1.386413 3.394663 -0.16 0.62 -0.34
H 3.711417 3.149812 3.152986 0.08 -0.21 -0.06
H 5.060374 2.347377 2.263527 -0.66 0.15 0.34
O -0.226391 -8.478359 1.676313 -1.12 -0.69 1.30
S -1.359564 -8.486574 2.599879 -2.84 4.65 -2.45
O -1.234398 -8.012900 3.939287 2.05 -1.78 2.29
O -2.378136 -9.514531 2.315592 0.66 -1.62 0.42
C -2.526722 -7.039075 2.374087 2.46 -0.55 -3.11
N -3.714732 -7.210251 2.911714 -0.16 0.73 0.38
C -4.469778 -6.104134 3.057787 0.02 1.26 -0.72
C -4.037756 -4.848159 2.563678 -1.26 -1.83 1.20
C -2.808509 -4.800402 1.902636 1.29 0.31 -1.22
N -2.066672 -5.983264 1.711951 -1.79 0.26 2.13
C -2.211377 -3.608689 1.347077 -1.42 -1.77 -0.05
C -0.906359 -3.733866 0.876654 1.91 0.80 -0.68
C -0.244971 -2.597436 0.406083 0.27 -3.11 0.66
N -0.850725 -1.440614 0.246510 -1.78 -0.32 0.81
C -2.201772 -1.334280 0.563784 0.08 0.28 0.11
C -2.904462 -2.399202 1.061771 0.55 0.99 0.56
H -5.437967 -6.221172 3.559829 0.43 0.07 -0.19
H -4.655540 -3.975008 2.763230 0.23 -0.13 -0.14
H -0.394859 -4.707772 0.928072 -0.23 0.76 0.09
H 0.837611 -2.686644 0.212313 -0.67 0.32 -0.17
H -2.646658 -0.301048 0.464263 0.52 -1.43 0.02
H -3.925146 -2.242667 1.382401 -0.09 -0.08 -0.18